Record 1
The following is a quantum chemistry calculation of a 14-piece molecular cluster, C4H33N2O13 overall, from OMol25.

Last columns: bonded neighbours and bond lengths (Å).
Positions of all 52 atoms, in Å:
1 C 0.329 -0.259 -0.211  C2 1.437, H7 1.103, H8 1.114, H9 1.094
2 C 1.092 0.847 0.299  C1 1.437, C3 1.380, N6 1.376
3 C 1.594 1.953 -0.354  C2 1.380, N4 1.375, H10 1.081
4 N 2.227 2.727 0.589  C3 1.375, C5 1.342, H11 1.014
5 C 2.183 2.131 1.791  N4 1.342, N6 1.343, H12 1.070
6 N 1.504 0.988 1.604  C2 1.376, C5 1.343, H13 1.031
7 H -0.617 -0.341 0.351  C1 1.103
8 H 0.801 -1.261 -0.091  C1 1.114
9 H 0.349 -0.308 -1.304  C1 1.094
10 H 1.455 2.503 -1.274  C3 1.081
11 H 2.742 3.583 0.418  N4 1.014
12 H 2.645 2.600 2.634  C5 1.070
13 H 1.317 0.219 2.265  N6 1.031
14 H -1.305 2.380 -1.759  O16 0.978
15 H -2.321 3.559 -1.764  O16 0.963
16 O -2.009 2.815 -1.239  H14 0.978, H15 0.963
17 H 2.990 -3.083 2.754  O19 0.966
18 H 1.870 -2.228 3.500  O19 0.957
19 O 2.513 -2.244 2.793  H17 0.966, H18 0.957
20 H 0.815 1.152 -3.265  O22 0.981
21 H -0.744 0.598 -3.088  O22 0.980
22 O -0.045 1.222 -2.798  H20 0.981, H21 0.980
23 H 2.437 -1.919 -2.154  O25 0.966
24 H 3.883 -2.136 -2.543  O25 0.964
25 O 3.183 -1.474 -2.577  H23 0.966, H24 0.964
26 H 2.804 0.178 -3.209  O28 0.978
27 H 3.141 1.568 -3.909  O28 0.961
28 O 2.436 0.965 -3.657  H26 0.978, H27 0.961
29 H 1.816 -2.761 1.202  O31 0.977
30 H 0.892 -3.893 0.658  O31 0.972
31 O 1.711 -3.402 0.472  H29 0.977, H30 0.972
32 H -0.696 0.126 3.455  O34 0.984
33 H -0.170 -1.397 3.331  O34 0.960
34 O 0.039 -0.471 3.187  H32 0.984, H33 0.960
35 H -4.566 0.261 -0.542  O37 0.956
36 H -3.365 1.218 0.020  O37 0.962
37 O -3.926 0.446 0.143  H35 0.956, H36 0.962
38 H -1.208 -1.467 -3.978  O40 0.971
39 H -1.846 -1.338 -2.700  O40 0.976
40 O -1.661 -0.772 -3.473  H38 0.971, H39 0.976
41 H -2.117 1.118 2.369  O43 0.985
42 H -3.160 0.022 2.466  O43 0.967
43 O -2.345 0.317 2.895  H41 0.985, H42 0.967
44 H -1.705 2.479 0.357  O46 0.986
45 H -1.400 3.314 1.717  O46 0.966
46 O -1.438 2.441 1.305  H44 0.986, H45 0.966
47 H -2.273 -2.390 -0.914  O49 0.971
48 H -3.235 -1.292 -0.391  O49 0.983
49 O -2.403 -1.429 -0.897  H47 0.971, H48 0.983
50 H -1.994 -3.155 1.758  O52 0.964
51 H -1.118 -1.874 1.838  O52 0.965
52 O -1.098 -2.836 1.919  H50 0.964, H51 0.965

Summary:
Total charge: +1
DFT total energy in Eh: -1259.65685
E_HOMO in eV: -12.32
LUMO energy in eV: -2.3
Kohn-Sham gap in eV: 10.03
Relative energy (zero: lowest compared OMol25 entry of this formula, charge and spin) in eV: 2.048

---

Record 2
The following is a quantum chemistry calculation of a 2-piece molecular cluster, C4H9BrN overall, from OMol25.

Last columns: bonded neighbours and bond lengths (Å).
Positions of all 15 atoms, in Å:
1 C 2.485 -1.539 1.230  C2 1.288, H7 1.154, H8 1.011
2 C 1.449 -1.136 0.579  C1 1.288, Br6 1.951, H11 1.260
3 C 0.073 1.066 -0.445  C4 1.349, H9 1.124, H10 1.064
4 C -1.049 0.735 -1.117  C3 1.349, N5 1.495, H12 1.019
5 N -2.406 0.950 -0.529  C4 1.495, H13 1.042, H14 1.062, H15 1.055
6 Br -0.342 -1.881 0.366  C2 1.951
7 H 2.645 -2.581 1.698  C1 1.154
8 H 3.344 -1.018 1.112  C1 1.011
9 H 0.969 0.505 -0.825  C3 1.124
10 H 0.134 1.478 0.534  C3 1.064
11 H 1.790 0.074 0.496  C2 1.260
12 H -0.889 0.286 -2.017  C4 1.019
13 H -2.467 0.492 0.406  N5 1.042
14 H -3.214 0.583 -1.112  N5 1.062
15 H -2.521 1.987 -0.376  N5 1.055

Summary:
Total charge: +1
DFT total energy in Eh: -2786.16893
E_HOMO in eV: -13.33
LUMO energy in eV: -3.9
Kohn-Sham gap in eV: 9.48
Relative energy (zero: lowest compared OMol25 entry of this formula, charge and spin) in eV: 2.729